Model 1:
Below is a cluster of 2 separate species, C4H3N in total, with properties calculated with ωB97M-V/def2-TZVPD.

Atoms and positions in Å:
C  1.098  2.102  0.890
C  0.278  1.294  1.207
C  -0.171  -0.826  0.363
C  -0.613  -1.215  -0.923
N  -0.662  -1.946  0.449
H  1.577  3.071  0.821
H  -1.598  -0.905  -1.306
H  0.091  -1.575  -1.501

## Properties
2S+1 = 1
highest occupied orbital energy (alpha / beta) = -10.40 / -10.40 eV
LUMO energy (alpha / beta) = -2.11 / -2.11 eV
molar mass = 65.1 g/mol
gap between HOMO and LUMO (alpha / beta) = 8.295 / 8.296 eV



Model 2:
Below is an isolated molecule of C4H3N, with properties calculated with ωB97M-V/def2-TZVPD.

Atoms and positions in Å:
C  -1.226  -0.964  -0.603
C  -0.211  -0.168  -0.509
C  0.509  0.818  -0.027
C  1.542  0.539  0.922
N  2.400  0.272  1.647
H  -1.490  -1.774  -1.281
H  -1.836  -0.559  0.198
H  0.312  1.837  -0.346

## Properties
SMILES string = C=C=CC#N
2S+1 = 1
highest occupied orbital energy = -10.19 eV
LUMO energy = 0.26 eV
molar mass = 65.1 g/mol
gap between HOMO and LUMO = 10.446 eV



Relative energies, in kcal/mol, with the most stable structure set to zero: model 1 145.0; model 2 0.0.